[1]
Here is 4 unconnected molecules or ions with the total composition C19H29BF12N2O12PS in a non-equilibrium geometry from OMol25. Energies are from wB97M-V/def2-TZVPD.

Structure (XYZ):
```
77
Properties=species:S:1:pos:R:3:forces:R:3
C 3.43731 4.25480 1.23046 0.7940 0.7313 0.6504
B 4.29472 3.05714 0.46598 1.4830 -0.8040 2.3159
O 5.14201 2.21136 1.38089 -2.0485 2.8184 -0.6779
C 4.28376 2.83324 -1.20164 1.6919 0.2029 0.2561
C 5.82617 3.30220 -1.60756 7.1976 2.7504 -3.0008
O 6.47036 4.19849 -0.80742 -4.5190 -4.2613 -2.4340
O 6.56951 2.87657 -2.79983 -5.3358 1.3675 6.1985
N 3.18130 3.69246 -1.73463 0.0768 0.0324 -2.8238
C 1.79863 3.11401 -1.57626 -1.8898 -0.5636 0.1115
C 0.65278 4.22542 -1.07045 -0.8735 -0.6097 -1.1116
O 1.15483 5.61205 -1.07183 -0.7144 -1.2863 2.1026
C -0.11598 3.77598 0.31214 -0.3426 -0.1542 0.2855
N -1.49454 4.46396 0.40052 0.6614 -0.5646 2.0278
C 3.40732 4.26039 -3.11288 -0.4205 0.9140 -2.1988
F 4.24294 5.52370 -3.11873 -2.4984 -4.7580 0.0165
F 2.13461 4.73886 -3.78361 3.6780 -1.6112 2.4151
F 3.92643 3.24935 -4.11123 -1.3802 3.6355 3.2416
P 4.15917 0.96551 -1.56477 0.1196 -3.7589 -0.8919
O 3.23873 0.56343 -3.01234 0.7100 0.7429 2.0225
O 5.72252 0.16154 -1.77172 -2.0953 1.9601 1.4538
S 3.27949 -0.07244 -0.11845 0.5305 1.2699 -1.1415
H 4.19378 4.71328 2.03295 -1.5588 -0.9089 -1.6209
H 3.17013 5.13803 0.51068 0.2343 -1.8162 1.3963
H 2.53041 3.84599 1.86141 1.6548 0.8026 -1.4525
H 5.12887 2.63788 2.30350 -0.0396 -0.9364 -2.2372
H 1.70707 2.24694 -0.77075 1.0519 1.7507 -1.6334
H 1.40840 2.60837 -2.58600 1.3643 1.5675 2.2939
H -0.17964 4.18609 -1.92622 1.6852 0.2441 2.0270
H 1.23068 5.92001 -0.11514 -0.0479 -0.7779 -1.8733
H 0.43675 4.06878 1.30137 -0.3759 -0.7293 -2.0806
H -0.35518 2.61424 0.37114 1.0117 2.3410 -0.4952
H -2.11188 3.76288 0.90736 0.8760 1.2455 -0.8713
H -1.36160 5.22594 1.12992 -0.4722 -1.0831 -1.3672
H 2.33888 0.16718 -2.76418 2.1693 0.7678 0.2139
H 6.16207 0.16411 -0.85062 -1.1851 0.1892 -1.9166
C 3.61902 -5.17213 4.41298 0.0980 0.0491 -0.3658
C 2.73727 -4.20134 5.17627 0.0163 -0.6651 0.1767
O 2.90691 -2.86674 4.67438 -0.8682 0.8720 -1.2196
C 2.18028 -2.54538 3.55675 -0.8932 -2.8633 0.4499
O 1.42214 -3.32439 2.98616 1.6535 2.1342 1.0707
C 2.41629 -1.08772 3.16360 0.7359 2.5993 -1.4695
F 3.73286 -0.73268 3.21507 -1.1984 -0.8224 0.2133
F 1.75764 -0.22162 3.98571 0.2303 -1.0124 -0.2193
F 1.99836 -0.80190 1.89756 -0.2881 -1.2410 2.3398
H 4.66314 -4.84338 4.43534 -0.1483 -0.0571 0.1317
H 3.55394 -6.17538 4.84346 -0.0156 0.1332 -0.0039
H 3.32545 -5.22698 3.35982 -0.0583 -0.0280 0.1935
H 3.03665 -4.18565 6.22944 0.0008 0.3532 -0.2286
H 1.68371 -4.50227 5.14559 0.1699 0.2122 -0.1995
C -2.87524 -1.91674 0.50333 0.0880 0.4112 0.1352
C -2.48363 -2.29894 -0.91196 -0.0315 -0.5549 0.5529
O -2.40922 -1.13212 -1.74553 1.2583 1.1514 -0.5048
C -1.23878 -0.42032 -1.68427 0.7411 -2.4378 2.1355
O -0.28879 -0.72585 -0.96916 -2.1120 1.2308 -1.9780
C -1.27662 0.75986 -2.65421 -0.1307 2.1502 -1.5205
F -2.46009 1.43807 -2.61588 0.8784 -0.8635 0.2807
F -1.10737 0.36555 -3.94870 -0.0866 -0.1487 1.2080
F -0.30473 1.68414 -2.40851 -1.3287 -1.6435 0.0929
H -3.80558 -1.33948 0.50297 0.1403 -0.2087 -0.0763
H -3.01151 -2.80834 1.12185 0.0191 0.0831 -0.1099
H -2.11010 -1.28633 0.96753 0.0091 -0.2180 -0.0804
H -3.25332 -2.94845 -1.34178 0.0812 0.3637 -0.1968
H -1.54140 -2.85861 -0.93353 -0.0518 0.3415 -0.0331
C -8.51429 -4.92083 -2.58208 -0.3093 0.1489 0.1844
C -7.11031 -4.77284 -2.02580 -0.1361 -0.6473 -0.5136
O -7.00725 -3.58112 -1.23145 -0.2437 0.4023 1.9293
C -7.43978 -3.68135 0.06594 -0.4469 -2.9771 -1.2010
O -7.89866 -4.70883 0.55676 1.0089 2.6973 -0.6882
C -7.22637 -2.36189 0.80658 0.0855 2.3660 1.3549
F -7.60285 -1.27583 0.07121 0.2224 -1.2578 0.3302
F -5.91741 -2.16310 1.13356 -1.0415 -0.6402 -0.4556
F -7.92542 -2.28638 1.97485 0.5558 -0.5926 -1.3040
H -8.80719 -4.02103 -3.13283 0.1515 -0.1511 -0.0239
H -8.57666 -5.78275 -3.25235 0.0649 0.1103 0.0853
H -9.24508 -5.05335 -1.77789 0.1604 -0.0938 -0.0876
H -6.39888 -4.66735 -2.85150 -0.0371 0.3027 0.3115
H -6.80795 -5.65601 -1.45127 -0.1362 0.3017 0.1032
```
Positions in Å, forces in eV/Å.

Values from the calculation:
Charge: -1
E_tot in eV: -101131.974
Kohn-Sham gap in eV: 6.03

Mulliken atomic charges, in units of e: C -0.67; B 0.50; O -0.62; C 0.38; C 0.00; O -0.69; O -0.69; N 0.55; C -0.45; C 0.16; O -0.60; C -0.35; N -0.66; C 0.66; F -0.28; F -0.29; F -0.25; P 0.66; O -0.61; O -0.57; S -0.30; H 0.30; H 0.11; H 0.17; H 0.27; H 0.00; H 0.30; H 0.15; H 0.41; H 0.33; H 0.03; H 0.27; H 0.30; H 0.33; H 0.38; C -1.10; C -0.18; O -0.31; C 0.13; O -0.54; C 1.10; F -0.25; F -0.28; F -0.21; H 0.30; H 0.37; H 0.31; H 0.31; H 0.31; C -1.08; C -0.18; O -0.33; C 0.28; O -0.44; C 0.91; F -0.28; F -0.28; F -0.33; H 0.29; H 0.36; H 0.34; H 0.29; H 0.29; C -1.12; C -0.22; O -0.27; C 0.37; O -0.52; C 0.82; F -0.25; F -0.21; F -0.24; H 0.30; H 0.37; H 0.31; H 0.32; H 0.33

[2]
Here is a molecular structure, C29H35BN11Pt in a non-equilibrium geometry from OMol25. Energies are from wB97M-V/def2-TZVPD.

Structure (XYZ):
```
77
Properties=species:S:1:pos:R:3:forces:R:3
Pt -0.10380 -0.42190 0.16100 1.7548 1.1913 -0.1435
C -2.18260 -0.96010 3.30210 0.0784 0.0801 -0.1527
C -0.88390 -0.24960 3.45240 0.1417 0.0954 0.1086
C -0.20660 0.05620 4.63820 0.0442 0.0289 -0.1523
C 0.91590 0.74190 4.23730 -0.2296 -0.0924 0.2585
N 0.89470 0.84150 2.89770 0.2216 0.1180 0.4167
N -0.20430 0.23890 2.42140 -0.5761 -0.4010 -0.4865
B 1.80860 1.68210 1.98020 -0.0839 -0.4713 -0.0695
N 0.87080 2.46410 1.01710 0.0765 0.4680 0.2936
C 0.56510 3.76500 0.86430 -0.0745 -0.0422 -0.1108
C -0.19680 3.91040 -0.27570 0.0396 -0.1125 0.0648
C -0.33740 2.61320 -0.78110 0.0960 0.1857 -0.0356
C -0.98960 2.12600 -2.02780 -0.0560 -0.0356 0.0290
N 0.29240 1.77020 0.02490 -0.8182 -1.0196 -0.1920
N 2.72080 0.79690 1.08870 0.3806 0.1194 0.2090
C 4.06130 0.84560 0.98120 0.1755 -0.0560 -0.1990
C 4.44680 0.03940 -0.06570 -0.1281 0.1097 0.0974
C 3.25170 -0.49010 -0.56780 0.0677 0.0406 0.1375
C 3.03250 -1.40840 -1.71500 -0.1246 -0.0328 0.1050
N 2.24120 -0.02510 0.15060 -1.0745 -0.7592 -0.2338
N 2.74450 2.49370 2.86180 0.1079 0.4146 0.0835
C 3.12790 3.78480 2.95920 0.0718 0.2050 0.0026
C 4.12260 3.86880 3.90460 -0.1008 -0.0042 -0.1225
C 4.31070 2.54860 4.34590 -0.2190 0.2028 -0.2140
C 5.27570 2.02280 5.35400 -0.0524 -0.1070 -0.0786
N 3.47980 1.74700 3.70750 0.3617 -0.6725 0.3371
H -2.33640 -1.62240 4.15190 -0.0914 -0.0549 -0.0383
H -2.19840 -1.53320 2.37660 -0.0468 -0.0865 -0.0334
H -3.00000 -0.23920 3.26230 -0.1114 -0.0394 0.0212
H -0.50270 -0.17800 5.64020 -0.0338 -0.0889 0.2045
H 1.72890 1.13420 4.80960 0.0386 0.0988 0.0798
H 0.86740 4.51620 1.56310 0.1754 0.0608 0.1484
H -0.58570 4.82050 -0.68470 -0.0642 0.1684 -0.0803
H -1.17450 2.94940 -2.71350 0.0204 0.0370 -0.0220
H -1.93370 1.62830 -1.81320 -0.0131 0.0267 -0.0686
H -0.33610 1.39480 -2.50470 -0.0527 0.0047 -0.0705
H 4.66490 1.42030 1.65130 0.0407 0.1978 0.1234
H 5.44480 -0.12910 -0.41860 0.1452 -0.0590 -0.0652
H 3.92840 -1.46360 -2.32920 -0.0146 -0.0416 -0.0478
H 2.19680 -1.04270 -2.31170 0.0050 -0.0873 -0.0858
H 2.78030 -2.40570 -1.35370 -0.0043 -0.0904 -0.0973
H 2.70210 4.56330 2.36200 -0.0818 0.1164 -0.1457
H 4.63910 4.74490 4.23660 0.0967 0.2571 0.0220
H 5.77110 2.83620 5.87830 0.0183 0.0202 0.0306
H 6.03250 1.41020 4.86460 0.0716 -0.0094 0.0402
H 4.76100 1.39330 6.07770 0.0231 -0.0139 0.0690
N -2.86110 -2.09280 -1.10540 0.2523 -0.1245 -0.0250
C -3.40040 -1.03050 -0.47560 -0.3482 0.2298 0.0122
C -4.79080 -0.92040 -0.28340 -0.0532 0.1018 0.0600
C -5.30400 0.23940 0.24030 0.2145 -0.1672 0.0121
C -4.42620 1.25630 0.61390 0.0584 0.1377 0.0582
C -3.07430 1.04310 0.46120 -0.3468 0.1739 0.0835
N -2.56550 -0.05670 -0.08660 0.4562 -0.5767 0.0406
H -3.39920 -2.94170 -1.16250 0.0776 0.0763 0.0019
H -1.83890 -2.15640 -1.00870 -0.1274 -0.2791 -0.1767
H -5.42040 -1.75030 -0.56390 -0.1228 -0.0412 -0.0752
H -6.36920 0.35660 0.37710 -0.0743 -0.0080 -0.0099
H -4.78640 2.18500 1.02130 -0.0224 0.1220 0.1085
H -2.35680 1.78240 0.78470 0.1277 0.1102 0.0501
C -0.18950 -3.68960 -2.79300 0.0511 -0.0791 0.0365
C -0.03330 -4.35490 -1.46380 -0.2681 0.2101 -0.1247
C -0.03160 -5.72240 -1.32720 0.0519 0.0383 -0.0129
C 0.15240 -6.31220 -0.08130 -0.0124 -0.0769 0.0339
C 0.39340 -5.52050 1.03380 -0.0387 -0.1195 0.1658
C 0.38090 -4.14750 0.95590 0.2176 0.1026 -0.1121
C 0.62430 -3.28570 2.14970 0.0513 0.0473 -0.0262
C 0.08630 -3.51820 -0.30160 0.4815 -0.8683 1.0262
N -0.12150 -2.23920 -0.40380 -0.8160 1.2103 -1.0369
H -0.15440 -4.42280 -3.59360 -0.0279 -0.0485 -0.1149
H 0.60740 -2.96230 -2.93730 0.0071 0.0736 -0.1076
H -1.13110 -3.14550 -2.84570 -0.0530 0.0906 -0.1055
H -0.18070 -6.34260 -2.20140 0.0417 -0.0273 -0.0645
H 0.11280 -7.38470 0.01800 0.0723 -0.1656 0.0043
H 0.58920 -5.98760 1.99030 -0.0061 -0.0499 0.0662
H 1.20520 -3.81070 2.90310 0.0206 -0.0855 0.0831
H -0.32340 -2.98740 2.59470 -0.0672 0.1284 0.1296
H 1.14920 -2.37270 1.86520 0.0020 -0.0051 0.0825
```
Positions in Å, forces in eV/Å.

Values from the calculation:
Charge: 0
E_tot in eV: -50956.528
Kohn-Sham gap (spin up / spin down) in eV: 6.94 / 6.32
2S+1: 2

Mulliken atomic charges, in units of e: Pt 1.12; C -1.33; C 0.34; C -1.68; C -0.15; N 1.26; N -0.50; B -0.30; N 1.18; C 0.00; C -1.63; C 0.65; C -1.32; N -0.77; N 1.24; C -0.06; C -1.66; C 0.32; C -0.99; N -0.36; N 0.47; C -0.12; C -1.26; C 0.79; C -1.27; N -1.19; H 0.41; H 0.10; H 0.31; H 0.49; H 0.62; H 0.58; H 0.50; H 0.41; H 0.16; H 0.23; H 0.44; H 0.46; H 0.38; H 0.16; H 0.12; H 0.38; H 0.48; H 0.37; H 0.26; H 0.30; N -0.17; C 0.26; C -0.80; C -0.47; C -0.93; C -0.15; N 0.36; H 0.29; H -0.16; H 0.39; H 0.42; H 0.43; H 0.13; C -1.23; C 0.89; C -0.91; C -0.67; C -0.76; C 1.00; C -1.29; C 0.62; N 0.03; H 0.44; H 0.10; H 0.27; H 0.44; H 0.40; H 0.43; H 0.52; H 0.18; H 0.01

[3]
Here is a single C9H15N3O6 molecule in a non-equilibrium geometry from OMol25. Energies are from wB97M-V/def2-TZVPD.

Structure (XYZ):
```
33
Properties=species:S:1:pos:R:3:forces:R:3
C 0.66754 -0.17304 -1.54336 0.0022 -0.7334 0.5731
C -0.27062 0.38856 -0.45814 0.3121 0.5303 -0.2456
C 2.04373 -0.43236 -0.90327 -0.2868 -0.5840 0.5486
C 3.01735 -1.04260 -1.89352 -0.0345 0.0914 -0.4658
C 4.40310 -1.21323 -1.30501 -0.1517 -0.0024 0.0612
C -1.65108 -0.06255 1.50050 0.3509 -0.0951 0.0269
C -1.83328 -1.27938 2.39685 0.1659 -0.1273 -0.3430
C -3.01814 0.55172 1.11767 0.1731 0.2470 -0.2864
C -3.29990 1.89992 1.76997 -0.8726 0.2370 0.6011
H -0.08078 0.70500 -3.19830 0.5257 0.2280 0.2270
H 0.93963 1.66495 -2.31006 -0.2023 -0.4724 -0.2766
H 0.28633 -1.14899 -1.89543 -0.0391 0.3330 0.0893
H 1.94116 -1.11413 -0.02391 0.0355 0.5241 -0.5870
H 2.43987 0.50345 -0.52161 0.1071 0.1897 0.0729
H 2.65458 -2.02617 -2.23244 0.1138 0.1383 0.0921
H 3.06985 -0.41503 -2.80415 0.0449 -0.2261 0.3991
H 4.95368 -1.88787 -3.02594 -0.1022 0.0541 0.0014
H -0.70016 -1.49437 0.28632 -0.0201 0.4135 -0.0443
H -1.04510 0.65723 2.06905 -0.2509 -0.0255 -0.0771
H -3.82464 -0.11323 1.39414 -0.2241 -0.0738 -0.0142
H -3.03346 0.69580 0.02322 0.0035 -0.0817 0.4320
H -2.49501 3.75324 1.91343 -0.0370 0.2337 0.0919
H -1.57733 2.62604 0.93450 -0.0072 0.1287 0.0538
H -2.54843 -1.79431 4.05544 0.0584 0.9082 -0.5100
N 0.79689 0.71009 -2.66656 -0.3887 0.5784 -0.4346
N -0.87141 -0.49136 0.35370 -0.1217 -0.5834 0.1613
N -2.32543 2.82201 1.59179 0.0690 -0.3904 -0.2255
O -0.40948 1.60933 -0.33760 -0.0514 -0.5385 0.0692
O 4.69256 -0.94604 -0.17240 0.0637 -0.0960 -0.3715
O 5.33363 -1.71390 -2.15788 0.0813 0.0410 0.2582
O -1.46903 -2.39612 2.11078 -0.1455 0.3781 0.1451
O -4.33218 2.11421 2.40171 0.8778 -0.2348 -0.5724
O -2.45447 -0.95687 3.53050 -0.0494 -0.9896 0.5501
```
Positions in Å, forces in eV/Å.

Values from the calculation:
Charge: 0
SMILES: NC(=O)C[C@H](NC(=O)[C@@H](N)CCC(=O)O)C(=O)O
E_tot in eV: -26334.056
Kohn-Sham gap in eV: 10.10

Mulliken atomic charges, in units of e: C -0.02; C 0.28; C -0.85; C -0.73; C 0.71; C 0.17; C 0.26; C -0.89; C 0.53; H 0.29; H 0.29; H 0.44; H 0.30; H 0.36; H 0.32; H 0.40; H 0.35; H 0.32; H 0.51; H 0.27; H 0.40; H 0.22; H 0.31; H 0.38; N -0.68; N -0.18; N -0.29; O -0.76; O -0.53; O -0.49; O -0.60; O -0.66; O -0.41

[4]
Here is 2 unconnected molecules or ions with the total composition C8H15Br2INO from OMol25. Energies are from wB97M-V/def2-TZVPD.

Structure (XYZ):
```
28
Properties=species:S:1:pos:R:3:forces:R:3
O -3.27485 -1.68388 0.15639 -0.0319 -0.1161 0.1035
C -2.87595 -1.07276 -0.77508 0.0161 -0.0030 -0.0563
I -3.21963 1.00542 -0.97855 0.0182 0.0778 -0.0503
C -2.10494 -1.77404 -1.89942 -0.0265 -0.0335 0.1953
N -0.63460 -1.90885 -1.62064 -0.0846 -0.2654 -0.4689
C 0.18837 -0.60724 -1.56909 0.1952 -0.2681 0.2308
C 0.85410 -0.60655 -0.18406 -0.2655 -0.4064 -0.0984
C 0.00501 -1.58124 0.62947 -0.3995 0.0240 0.0569
C -0.25107 -2.68993 -0.37906 0.4633 0.4884 0.3659
H -2.51312 -2.78313 -1.94504 0.0389 -0.0377 -0.0483
H -2.22306 -1.29052 -2.86577 0.0272 0.1743 0.0745
H -0.30694 -2.43859 -2.42638 0.1000 0.0021 0.0405
H -0.47418 0.23198 -1.74586 -0.0685 0.0177 -0.0222
H 0.92443 -0.69083 -2.36301 -0.0817 0.1941 -0.1395
H 0.88203 0.38577 0.25998 0.2478 -0.1543 -0.1623
H 1.85101 -1.03623 -0.28611 0.1331 0.3112 0.1257
H -0.94313 -1.13115 0.92639 0.0618 0.0787 0.0902
H 0.47657 -1.94012 1.54073 0.1519 -0.0509 -0.0880
H 0.71654 -3.13244 -0.61770 -0.1515 -0.3208 -0.0507
H -0.97875 -3.44967 -0.11270 -0.1736 0.0928 -0.1689
Br 3.42702 2.09965 2.34130 -0.0258 -0.0210 -0.0567
C 2.45000 3.68199 1.78125 0.0576 -0.0443 0.0534
C 1.04696 3.69537 2.32568 0.0136 -0.0096 -0.0270
Br -0.07908 2.39332 1.40798 -0.2109 0.2193 0.1156
H 2.46832 3.68848 0.69622 -0.0099 0.0670 -0.0009
H 3.00638 4.53591 2.16056 -0.0015 -0.0143 0.0320
H 0.57851 4.66292 2.16406 -0.0180 -0.0191 -0.0511
H 1.00403 3.43636 3.37845 0.0245 0.0171 0.0052
```
Positions in Å, forces in eV/Å.

Values from the calculation:
Charge: +1
E_tot in eV: -160255.822
Kohn-Sham gap in eV: 9.00

Mulliken atomic charges, in units of e: O -0.38; C 0.17; I 0.14; C -0.70; N -0.07; C -0.38; C 0.18; C -0.56; C -0.60; H 0.41; H 0.49; H 0.39; H 0.14; H 0.36; H -0.37; H 0.31; H 0.22; H 0.43; H 0.41; H 0.36; Br -0.13; C -0.64; C -0.58; Br -0.07; H 0.36; H 0.38; H 0.35; H 0.37